Entry 1:
10
Properties=species:S:1:pos:R:3:mulliken_charge:R:1 method="wB97M-V/def2-TZVPD" smiles="O=c1nnccnn1" relative_energy_kcal_mol=62.2 charge=0
C -1.029 -0.384 -0.905 0.752
C 0.738 -0.348 0.858 0.001
C 0.529 0.950 0.581 -0.199
H 0.889 -0.866 1.840 0.336
H 0.688 1.759 1.278 0.369
N -0.234 -1.502 -0.933 -0.263
N 0.630 -1.442 0.048 -0.189
N 0.345 1.405 -0.773 -0.102
N -0.401 0.747 -1.562 -0.238
O -2.155 -0.318 -0.431 -0.467



Entry 2:
161
Properties=species:S:1:pos:R:3:mulliken_charge:R:1 method="wB97M-V/def2-TZVPD" charge=+1
C -5.544 -1.692 2.100 -1.176
C -5.295 -3.165 1.437 1.025
C -6.365 -4.171 2.136 -1.041
C -3.771 -3.627 1.639 -1.026
C -3.091 -4.315 0.358 -0.547
C -2.395 -3.165 -0.580 1.699
C -2.844 -3.206 -2.124 -0.728
S -4.680 -3.152 -2.326 -0.200
N -1.851 -3.275 -3.008 1.089
C -2.224 -3.301 -4.456 -1.187
O -3.003 -2.158 -4.890 -0.160
C -3.782 -2.542 -6.032 0.885
F -4.407 -1.371 -6.557 -0.261
F -2.985 -3.062 -7.083 -0.222
F -4.823 -3.438 -5.720 -0.226
C -0.450 -3.354 -2.425 0.600
C 0.292 -4.767 -2.562 -1.144
C 0.922 -5.089 -3.995 -0.297
O -0.070 -5.506 -4.988 -0.493
C 1.891 -3.968 -4.590 0.641
F 1.242 -2.897 -5.244 -0.240
F 2.813 -3.425 -3.665 -0.282
F 2.690 -4.622 -5.598 -0.298
O 0.394 -2.180 -2.502 -0.239
C -0.319 -1.006 -2.889 0.011
O -0.537 -0.666 -4.082 -0.503
C -0.857 0.031 -1.772 0.451
C -2.330 0.136 -1.315 0.041
C -2.638 1.179 -0.179 -0.561
C -1.531 2.069 0.477 0.231
C -0.052 1.966 0.015 -0.328
C 0.252 0.937 -1.119 -0.352
C -0.823 -3.357 -0.827 -1.535
B 0.249 -2.659 0.198 1.114
O 1.654 -2.995 0.082 -0.639
O -0.166 -1.720 1.223 -0.584
H -4.608 -1.039 2.075 0.257
H -6.417 -1.149 1.568 0.300
H -5.888 -1.840 3.186 0.241
H -5.632 -3.066 0.350 -0.140
H -6.266 -5.241 1.744 0.318
H -7.408 -3.748 1.863 0.366
H -6.276 -4.131 3.274 0.182
H -3.744 -4.399 2.492 0.341
H -3.188 -2.714 2.015 0.421
H -2.274 -5.032 0.756 0.354
H -3.887 -4.915 -0.213 0.406
H -2.661 -2.218 0.000 -0.328
H -5.114 -1.830 -2.293 0.279
H -2.693 -4.314 -4.759 0.675
H -1.228 -3.253 -5.042 0.167
H 1.131 -4.860 -1.782 0.401
H -0.444 -5.630 -2.332 0.415
H 1.585 -6.028 -3.848 0.358
H 0.281 -5.354 -5.895 0.441
H -3.143 -0.529 -1.762 0.339
H -3.694 1.318 0.253 0.314
H -1.777 2.829 1.321 0.010
H 0.758 2.622 0.500 0.173
H 1.358 0.848 -1.430 0.293
H -0.681 -4.474 -0.540 0.469
H 2.049 -2.979 0.981 0.273
H -0.473 -0.873 0.826 0.264
C 5.490 -4.808 -3.754 -0.804
C 6.388 -3.895 -4.129 0.206
C 7.749 -4.290 -4.593 0.866
O 8.538 -3.430 -4.945 -0.601
C 8.086 -5.717 -4.600 -0.943
C 7.188 -6.629 -4.221 0.429
C 5.818 -6.236 -3.784 0.983
O 5.016 -7.098 -3.462 -0.659
O 7.487 -7.958 -4.220 -0.556
O 6.098 -2.565 -4.104 -0.536
H 4.499 -4.536 -3.418 0.520
H 9.082 -5.989 -4.921 0.421
H 6.677 -8.407 -3.909 0.347
H 6.906 -2.117 -4.421 0.351
C 3.191 3.727 3.625 -1.060
C 4.400 4.296 3.610 0.372
C 4.669 5.526 2.811 1.055
O 5.777 6.028 2.836 -0.570
C 3.570 6.082 2.014 -0.982
C 2.365 5.511 2.027 0.383
C 2.088 4.297 2.846 0.887
O 0.966 3.811 2.848 -0.473
O 1.333 6.015 1.288 -0.494
O 5.433 3.777 4.325 -0.575
H 2.982 2.836 4.202 0.472
H 3.782 6.962 1.426 0.491
H 0.573 5.429 1.468 0.290
H 6.193 4.368 4.151 0.273
C 8.316 8.478 5.396 -0.982
C 9.222 9.387 5.027 0.441
C 10.580 8.986 4.562 0.888
O 11.375 9.841 4.214 -0.601
C 10.908 7.556 4.548 -0.862
C 10.004 6.648 4.920 0.357
C 8.636 7.048 5.359 1.010
O 7.829 6.189 5.675 -0.648
O 10.295 5.317 4.915 -0.570
O 8.940 10.718 5.058 -0.568
H 7.327 8.755 5.733 0.427
H 11.903 7.279 4.225 0.416
H 9.481 4.872 5.223 0.336
H 9.752 11.163 4.744 0.352
C -3.518 -3.620 6.528 -0.956
C -2.756 -3.993 7.558 0.412
C -2.956 -5.305 8.238 0.843
O -2.229 -5.621 9.163 -0.590
C -4.039 -6.170 7.757 -0.804
C -4.803 -5.795 6.729 0.233
C -4.585 -4.495 6.033 0.888
O -5.291 -4.193 5.084 -0.565
O -5.813 -6.587 6.274 -0.578
O -1.764 -3.190 8.030 -0.566
H -3.383 -2.672 6.025 0.471
H -4.185 -7.112 8.270 0.428
H -6.212 -6.097 5.529 0.325
H -1.361 -3.683 8.772 0.353
C -4.203 5.756 5.012 -0.815
C -3.268 4.892 4.610 0.296
C -3.560 3.855 3.580 1.100
O -2.674 3.093 3.224 -0.650
C -4.918 3.790 3.034 -1.039
C -5.855 4.652 3.438 0.464
C -5.556 5.707 4.448 0.809
O -6.430 6.487 4.779 -0.587
O -7.120 4.602 2.942 -0.569
O -2.007 4.923 5.126 -0.583
H -4.003 6.514 5.757 0.441
H -5.121 3.022 2.300 0.410
H -7.603 5.326 3.388 0.350
H -1.523 4.203 4.675 0.327
C 1.278 11.890 1.659 -0.833
C 2.227 11.033 2.042 0.237
C 2.346 9.680 1.428 0.998
O 3.238 8.929 1.790 -0.582
C 1.368 9.302 0.403 -0.910
C 0.417 10.158 0.022 0.364
C 0.315 11.520 0.617 0.859
O -0.555 12.282 0.232 -0.600
O -0.499 9.819 -0.926 -0.574
O 3.127 11.361 3.011 -0.568
H 1.183 12.875 2.096 0.419
H 1.455 8.311 -0.022 0.479
H -1.073 10.604 -1.024 0.350
H 3.705 10.579 3.104 0.329
C -3.911 -5.444 -8.933 -0.617
C -2.967 -6.297 -8.530 0.063
C -2.841 -7.656 -9.128 0.879
O -1.954 -8.401 -8.747 -0.617
C -3.806 -8.046 -10.161 -0.989
C -4.753 -7.194 -10.562 0.306
C -4.863 -5.825 -9.983 0.880
O -5.727 -5.068 -10.386 -0.592
O -5.657 -7.543 -11.518 -0.551
O -2.076 -5.960 -7.552 -0.338
H -4.013 -4.456 -8.509 0.465
H -3.714 -9.041 -10.574 0.424
H -6.231 -6.760 -11.631 0.355
H -1.501 -6.744 -7.446 0.324



Number 1: frontier orbital gap 8.673 eV. Number 2: frontier orbital gap 5.871 eV.